[1]
C14H25N8O2P2Pd as an isolated structure, computed with wB97M-V/def2-TZVPD.

The value obtained for the HOMO-LUMO gap is 7.397 eV. As for the total energy: -1946.77523 Ha. The total charge is +3. The value obtained for the energy above the lowest of the compared OMol25 structures with the same formula, charge and spin is 12.66 kcal/mol.

The geometry in XYZ format:
```
52
C14H25N8O2P2Pd, DFT wB97M-V/def2-TZVPD
Pd -0.5445 -0.1456 -0.8967
C 2.5560 0.4458 4.1161
N 1.3535 0.0558 3.3783
C 0.3097 -0.6400 3.9024
C -0.5775 -0.8270 2.8755
N -0.0939 -0.2690 1.7324
C 1.0793 0.2593 2.0614
P 2.2377 1.0983 0.9284
C 2.3709 -0.1797 -0.3688
N 1.3768 -0.6527 -1.1234
C 1.8904 -1.6143 -1.9458
C 3.2244 -1.7159 -1.6916
N 3.5093 -0.8113 -0.7094
C 4.8390 -0.5913 -0.1283
C 1.0594 2.1381 -0.0027
N 0.0395 1.7040 -0.7458
C -0.5906 2.7871 -1.2920
C 0.0692 3.9019 -0.8712
N 1.0940 3.4815 -0.0720
C 2.0773 4.3649 0.5660
H 2.3204 0.4565 5.1760
H 3.3584 -0.2665 3.9353
H 2.8685 1.4427 3.8172
H 0.2847 -0.9329 4.9382
H -1.5213 -1.3450 2.9177
H 1.2935 -2.1562 -2.6560
H 3.9837 -2.3415 -2.1282
H 5.5492 -1.2080 -0.6702
H 5.1196 0.4535 -0.2319
H 4.8410 -0.8823 0.9193
H -1.4460 2.6957 -1.9377
H -0.0977 4.9447 -1.0792
H 1.7100 5.3842 0.4972
H 2.1886 4.0992 1.6135
H 3.0331 4.2889 0.0530
N -4.6802 -0.6297 0.6303
C -3.9538 -1.8536 0.1333
P -2.9002 -1.3814 -1.3158
O -2.8161 0.1302 -1.2564
O -1.5481 -2.0683 -1.2763
C -3.7325 -2.0519 -2.8219
N -2.6862 -2.2951 -3.8734
H -4.7814 -0.6340 1.6486
H -5.6205 -0.5440 0.2364
H -4.1480 0.2080 0.3422
H -4.6718 -2.6527 -0.0400
H -3.2650 -2.1851 0.9109
H -4.4890 -1.3793 -3.2245
H -4.1944 -3.0132 -2.5979
H -2.3731 -1.4268 -4.3159
H -3.0404 -2.9063 -4.6161
H -1.8649 -2.7392 -3.4406
```

The net atomic charges from Löwdin, expressed in e, are: number 1, Pd, carries 0.987; number 2, C, carries 0.001; number 3, N, carries -0.119; number 4, C, carries -0.029; number 5, C, carries -0.133; number 6, N, carries 0.021; number 7, C, carries -0.474; number 8, P, carries 1.198; number 9, C, carries -0.426; number 10, N, carries -0.074; number 11, C, carries -0.080; number 12, C, carries -0.006; number 13, N, carries -0.099; number 14, C, carries 0.016; number 15, C, carries -0.422; number 16, N, carries -0.098; number 17, C, carries -0.071; number 18, C, carries -0.005; number 19, N, carries -0.098; number 20, C, carries 0.017; number 21, H, carries 0.105; number 22, H, carries 0.102; number 23, H, carries 0.082; number 24, H, carries 0.139; number 25, H, carries 0.092; number 26, H, carries 0.111; number 27, H, carries 0.145; number 28, H, carries 0.106; number 29, H, carries 0.099; number 30, H, carries 0.099; number 31, H, carries 0.117; number 32, H, carries 0.145; number 33, H, carries 0.107; number 34, H, carries 0.092; number 35, H, carries 0.107; number 36, N, carries 0.174; number 37, C, carries -0.139; number 38, P, carries 0.444; number 39, O, carries -0.377; number 40, O, carries -0.389; number 41, C, carries -0.154; number 42, N, carries 0.174; number 43, H, carries 0.183; number 44, H, carries 0.182; number 45, H, carries 0.142; number 46, H, carries 0.121; number 47, H, carries 0.112; number 48, H, carries 0.126; number 49, H, carries 0.122; number 50, H, carries 0.182; number 51, H, carries 0.188; number 52, H, carries 0.153

=====

[2]
An isolated ion of composition C20H27N2O2 and charge +1, computed with wB97M-V/def2-TZVPD.

The value obtained for the HOMO-LUMO gap is 7.911 eV. As for the total energy: -1037.96473 Ha. Its SMILES is COc1ccc(/C=C/[C@H](c2ccc(OC)cc2)[N@@H+](C)N(C)C)cc1. The total charge is +1. The value obtained for the energy above the lowest of the compared OMol25 structures with the same formula, charge and spin is 62.00 kcal/mol.

The geometry in XYZ format:
```
51
C20H27N2O2, DFT wB97M-V/def2-TZVPD
C -0.2882 -6.2362 3.1753
O 0.9816 -5.8363 2.6098
C 1.3174 -4.5216 2.6653
C 2.5926 -4.1241 2.2011
C 2.9971 -2.8003 2.3373
C 2.1575 -1.8332 2.9106
C 2.7038 -0.4176 3.1474
C 1.6424 0.6425 3.0222
C 1.9108 1.9025 2.6521
C 0.9224 2.9612 2.4728
C 1.3078 4.2782 2.0901
C 0.3834 5.2913 1.9286
C -0.9931 5.0271 2.1415
O -1.8381 6.0777 1.9944
C -3.2068 5.8290 2.3472
C -1.4025 3.7358 2.5429
C -0.4559 2.7295 2.6924
C 0.8730 -2.2173 3.2792
C 0.4305 -3.5357 3.1476
H -0.2569 -7.3314 3.1782
H -0.3990 -5.8397 4.2043
H -1.1166 -5.8904 2.5297
H 3.2537 -4.9101 1.8370
H 3.9872 -2.5403 1.9724
H 3.6246 -0.1834 2.5664
H 0.5984 0.3607 3.0596
H 2.9268 2.2350 2.4378
H 2.3811 4.4512 1.9425
H 0.7107 6.2828 1.6219
H -3.6815 6.7991 2.2441
H -3.6776 5.1033 1.6690
H -3.3056 5.4693 3.3817
H -2.4584 3.5287 2.7143
H -0.8274 1.7472 2.9826
H 0.1491 -1.5169 3.6870
H -0.5705 -3.7901 3.5165
C 4.5050 -1.5091 4.8558
N 3.5133 -0.4101 4.6112
N 3.9924 0.9435 4.8194
C 3.9326 1.3199 6.2540
C 5.3758 1.1714 4.3616
H 4.8865 -1.3874 5.8855
H 3.9975 -2.4818 4.7484
H 5.3182 -1.4177 4.1250
H 2.6742 -0.4928 5.1692
H 4.0768 2.3975 6.2571
H 2.9522 1.1134 6.6829
H 4.7242 0.8822 6.8841
H 5.5375 2.2330 4.5744
H 6.1456 0.6029 4.9178
H 5.4676 0.9857 3.2849
```

The net atomic charges from Löwdin, expressed in e, are: number 1, C, carries -0.051; number 2, O, carries -0.077; number 3, C, carries -0.259; number 4, C, carries 0.023; number 5, C, carries -0.049; number 6, C, carries -0.213; number 7, C, carries -0.123; number 8, C, carries -0.061; number 9, C, carries -0.033; number 10, C, carries -0.218; number 11, C, carries -0.026; number 12, C, carries 0.010; number 13, C, carries -0.257; number 14, O, carries -0.068; number 15, C, carries -0.065; number 16, C, carries -0.008; number 17, C, carries -0.019; number 18, C, carries -0.032; number 19, C, carries 0.001; number 20, H, carries 0.099; number 21, H, carries 0.098; number 22, H, carries 0.104; number 23, H, carries 0.128; number 24, H, carries 0.119; number 25, H, carries 0.143; number 26, H, carries 0.082; number 27, H, carries 0.115; number 28, H, carries 0.117; number 29, H, carries 0.125; number 30, H, carries 0.095; number 31, H, carries 0.100; number 32, H, carries 0.099; number 33, H, carries 0.105; number 34, H, carries 0.107; number 35, H, carries 0.111; number 36, H, carries 0.111; number 37, C, carries 0.021; number 38, N, carries -0.077; number 39, N, carries -0.202; number 40, C, carries -0.050; number 41, C, carries -0.068; number 42, H, carries 0.109; number 43, H, carries 0.105; number 44, H, carries 0.101; number 45, H, carries 0.160; number 46, H, carries 0.095; number 47, H, carries 0.093; number 48, H, carries 0.093; number 49, H, carries 0.101; number 50, H, carries 0.093; number 51, H, carries 0.092

=====

[3]
C25H25PRhSbSe2Te2 as an isolated structure, computed with wB97M-V/def2-TZVPD.

The value obtained for the HOMO-LUMO gap is 6.847 eV. As for the total energy: -6998.78146 Ha. The value obtained for the energy above the lowest of the compared OMol25 structures with the same formula, charge and spin is 6.82 kcal/mol.

The geometry in XYZ format:
```
57
C25H25PRhSbSe2Te2, DFT wB97M-V/def2-TZVPD
Rh -0.0773 -0.0050 -0.3025
C -3.6573 1.4373 4.6285
C -3.8493 0.7401 3.4441
C -2.8859 0.7694 2.4494
C -1.7047 1.4852 2.6295
C -1.5314 2.2060 3.8124
C -2.4992 2.1771 4.8058
P -0.5040 1.6355 1.2502
C 0.9520 2.4231 2.0013
C 1.5648 1.8651 3.1201
C 2.7439 2.3991 3.6133
C 3.3209 3.4994 2.9965
C 2.7125 4.0636 1.8850
C 1.5364 3.5262 1.3866
C -1.2950 2.9254 0.2612
C -1.6950 4.1519 0.7268
C -2.3405 5.0464 -0.1409
C -2.6048 4.6756 -1.4308
C -2.2548 3.3988 -1.9204
C -2.6239 2.9742 -3.2178
C -2.3762 1.6868 -3.5787
C -1.7106 0.7945 -2.7117
C -1.2261 1.1560 -1.4728
C -1.5680 2.5008 -1.0621
H -4.4125 1.4130 5.4033
H -4.7562 0.1706 3.2879
H -3.0530 0.2307 1.5252
H -0.6355 2.7894 3.9707
H -2.3439 2.7373 5.7189
H 1.1235 1.0044 3.6088
H 3.2141 1.9508 4.4788
H 4.2449 3.9131 3.3788
H 3.1572 4.9214 1.3979
H 1.0851 3.9656 0.5062
H -1.5097 4.4335 1.7566
H -2.6452 6.0198 0.2204
H -3.1234 5.3560 -2.0964
H -3.1263 3.6627 -3.8853
H -2.6909 1.3253 -4.5506
H -1.6179 -0.2205 -3.0660
Se -1.6100 -1.8411 0.3528
Te 0.0080 -1.7355 2.2194
Te 2.4430 -1.5349 0.9464
Se 2.4333 0.5994 -0.3665
C 1.3930 -0.0581 -3.8566
Sb 0.6263 -1.4352 -2.4113
C -0.6819 -2.4944 -3.7377
C 2.2527 -2.8040 -2.5162
H 1.2442 -0.4319 -4.8699
H 2.4566 0.0674 -3.6630
H 0.8893 0.8993 -3.7439
H -0.1003 -2.6527 -4.6445
H -1.5701 -1.9171 -3.9751
H -0.9847 -3.4547 -3.3253
H 2.5509 -2.8764 -3.5621
H 1.9631 -3.7876 -2.1526
H 3.0765 -2.4229 -1.9228
```

The net atomic charges from Löwdin, expressed in e, are: number 1, Rh, carries -0.103; number 2, C, carries -0.083; number 3, C, carries -0.073; number 4, C, carries -0.128; number 5, C, carries -0.358; number 6, C, carries -0.091; number 7, C, carries -0.078; number 8, P, carries 0.931; number 9, C, carries -0.417; number 10, C, carries -0.135; number 11, C, carries -0.071; number 12, C, carries -0.078; number 13, C, carries -0.076; number 14, C, carries -0.119; number 15, C, carries -0.302; number 16, C, carries -0.073; number 17, C, carries -0.069; number 18, C, carries -0.028; number 19, C, carries -0.169; number 20, C, carries -0.046; number 21, C, carries -0.079; number 22, C, carries -0.162; number 23, C, carries -0.257; number 24, C, carries -0.175; number 25, H, carries 0.103; number 26, H, carries 0.107; number 27, H, carries 0.038; number 28, H, carries 0.097; number 29, H, carries 0.104; number 30, H, carries 0.082; number 31, H, carries 0.107; number 32, H, carries 0.103; number 33, H, carries 0.106; number 34, H, carries 0.107; number 35, H, carries 0.113; number 36, H, carries 0.104; number 37, H, carries 0.113; number 38, H, carries 0.110; number 39, H, carries 0.106; number 40, H, carries 0.021; number 41, Se, carries -0.059; number 42, Te, carries 0.280; number 43, Te, carries 0.239; number 44, Se, carries -0.034; number 45, C, carries -0.303; number 46, Sb, carries 1.206; number 47, C, carries -0.286; number 48, C, carries -0.330; number 49, H, carries 0.010; number 50, H, carries -0.003; number 51, H, carries 0.000; number 52, H, carries 0.010; number 53, H, carries -0.004; number 54, H, carries 0.011; number 55, H, carries 0.014; number 56, H, carries 0.012; number 57, H, carries -0.044

=====

[4]
C8H32N2O9 as an isolated structure, computed with wB97M-V/def2-TZVPD.

The value obtained for the HOMO-LUMO gap is 7.361 eV. As for the total energy: -1109.78740 Ha. The value obtained for the energy above the lowest of the compared OMol25 structures with the same formula, charge and spin is 412.89 kcal/mol.

The geometry in XYZ format:
```
51
C8H32N2O9, DFT wB97M-V/def2-TZVPD
N -1.7990 -2.6376 0.4855
H -2.6989 -2.5282 0.9308
H -1.2854 -1.7896 0.2924
H -1.9748 -3.1920 -0.3402
H -1.1166 -3.1706 1.0055
N -0.1854 -0.2056 -0.4762
O -0.6496 0.3701 -1.4321
O 0.6960 0.2455 0.1860
O -0.6977 -1.2054 -0.0608
C 1.5507 -2.5134 -0.9502
O 2.1335 -1.5291 -0.1715
H 1.4700 -2.1917 -1.9885
H 2.2055 -3.3834 -0.9000
H 0.5409 -2.7712 -0.6307
H 1.5031 -0.8141 -0.0583
C -0.7021 1.3686 -3.6185
O 0.4079 0.6092 -3.1049
H -0.4460 2.4205 -3.4912
H -0.8003 1.2698 -4.6995
H -1.5334 1.0348 -2.9976
H 0.2423 0.3452 -2.1969
C 0.9806 -1.7954 4.5583
C 0.2018 -1.8867 3.2472
C 0.7093 -1.0137 2.0452
O 0.4805 -3.1628 2.8384
H 0.6109 -2.3588 5.4151
H 0.9965 -0.7502 4.8669
H 2.0474 -1.9997 4.4673
H -0.8474 -1.6576 3.4340
H 0.8489 0.0057 2.4048
H -0.0081 -0.9472 1.2273
H 1.6592 -1.3844 1.6599
H 1.4269 -3.2186 2.6878
C 1.0180 2.6650 -1.1885
C -0.4386 3.0441 -0.9102
C -0.7280 4.3525 -1.5471
O -1.3918 2.1830 -1.4893
H 1.7320 3.3713 -0.7647
H 1.1512 2.5511 -2.2643
H 1.2206 1.6580 -0.8240
H -0.6222 3.1043 0.1625
H -0.5570 4.3574 -2.6236
H -0.1368 5.1876 -1.1715
H -1.7682 4.6241 -1.3670
H -1.1585 1.3267 -1.1235
O 1.3804 1.4840 1.5434
H 0.6311 1.9129 1.9567
H 0.9995 0.9680 0.8328
O -2.5393 -1.0025 -1.5915
H -3.0814 -0.7252 -0.8529
H -1.6783 -0.6243 -1.4126
```

The net atomic charges from Löwdin, expressed in e, are: number 1, N, carries 0.292; number 2, H, carries 0.145; number 3, H, carries -0.317; number 4, H, carries 0.139; number 5, H, carries 0.119; number 6, N, carries -0.253; number 7, O, carries 0.031; number 8, O, carries 0.034; number 9, O, carries 0.060; number 10, C, carries -0.137; number 11, O, carries -0.092; number 12, H, carries 0.093; number 13, H, carries 0.096; number 14, H, carries 0.069; number 15, H, carries -0.040; number 16, C, carries -0.081; number 17, O, carries -0.103; number 18, H, carries 0.065; number 19, H, carries 0.091; number 20, H, carries 0.089; number 21, H, carries -0.097; number 22, C, carries -0.057; number 23, C, carries -0.457; number 24, C, carries -0.018; number 25, O, carries -0.070; number 26, H, carries 0.079; number 27, H, carries 0.075; number 28, H, carries 0.083; number 29, H, carries 0.135; number 30, H, carries 0.080; number 31, H, carries 0.051; number 32, H, carries 0.106; number 33, H, carries 0.099; number 34, C, carries -0.020; number 35, C, carries -0.457; number 36, C, carries -0.062; number 37, O, carries -0.078; number 38, H, carries 0.104; number 39, H, carries 0.082; number 40, H, carries 0.062; number 41, H, carries 0.132; number 42, H, carries 0.082; number 43, H, carries 0.085; number 44, H, carries 0.085; number 45, H, carries -0.114; number 46, O, carries -0.016; number 47, H, carries 0.058; number 48, H, carries -0.275; number 49, O, carries 0.001; number 50, H, carries 0.057; number 51, H, carries -0.034

=====

[5]
C4H6O2 as an isolated structure, computed with wB97M-V/def2-TZVPD.

The value obtained for the HOMO-LUMO gap is 9.160 eV. As for the total energy: -306.30848 Ha. The value obtained for the energy above the lowest of the compared OMol25 structures with the same formula, charge and spin is 124.13 kcal/mol.

The geometry in XYZ format:
```
12
C4H6O2, DFT wB97M-V/def2-TZVPD
O -1.3637 0.6452 -0.3815
C -1.2752 0.0318 -1.5262
C 1.0450 -0.0605 -0.4733
C 0.0041 0.6957 0.2906
C 0.0781 -0.5426 1.2107
O 0.6825 -1.2972 0.1457
H -2.2976 -0.0729 -1.9512
H 1.1971 -0.0784 -1.5536
H 0.2222 1.7291 0.5942
H 1.8939 0.3784 0.0724
H -0.9221 -0.8800 1.4755
H 0.7357 -0.5487 2.0967
```

The net atomic charges from Löwdin, expressed in e, are: number 1, O, carries -0.101; number 2, C, carries 0.062; number 3, C, carries -0.217; number 4, C, carries -0.198; number 5, C, carries -0.121; number 6, O, carries -0.099; number 7, H, carries 0.027; number 8, H, carries 0.117; number 9, H, carries 0.151; number 10, H, carries 0.126; number 11, H, carries 0.122; number 12, H, carries 0.132

=====

Question: Which value of HOMO-LUMO gap does entry 3 give?
Answer: 6.847 eV

=====

Question: Which of these has the highest HOMO-LUMO gap?
Answer: C4H6O2

=====

Question: Among the records above, which one has the highest energy above the lowest of the compared OMol25 structures with the same formula, charge and spin?
Answer: C8H32N2O9

=====

Question: Among the records above, which one has the highest energy above the lowest of the compared OMol25 structures with the same formula, charge and spin?
Answer: C8H32N2O9